{"formula": "C45H111CrN6O33S6", "method": "ωB97M-V with the def2-TZVPD basis set", "symbols": ["Cr", "C", "C", "C", "O", "H", "H", "H", "H", "H", "H", "H", "C", "C", "C", "O", "H", "H", "H", "H", "H", "H", "H", "C", "C", "C", "O", "H", "H", "H", "H", "H", "H", "H", "C", "C", "C", "O", "C", "N", "H", "H", "H", "H", "H", "H", "H", "H", "H", "H", "H", "C", "C", "C", "O", "C", "N", "H", "H", "H", "H", "H", "H", "H", "H", "H", "H", "H", "C", "C", "C", "O", "C", "N", "H", "H", "H", "H", "H", "H", "H", "H", "H", "H", "H", "C", "C", "C", "O", "C", "N", "H", "H", "H", "H", "H", "H", "H", "H", "H", "H", "H", "C", "C", "C", "O", "C", "N", "H", "H", "H", "H", "H", "H", "H", "H", "H", "H", "H", "C", "C", "C", "O", "C", "N", "H", "H", "H", "H", "H", "H", "H", "H", "H", "H", "H", "C", "C", "O", "S", "O", "O", "O", "H", "H", "H", "H", "C", "C", "O", "S", "O", "O", "O", "H", "H", "H", "H", "C", "C", "O", "S", "O", "O", "O", "H", "H", "H", "H", "C", "C", "O", "S", "O", "O", "O", "H", "H", "H", "H", "C", "C", "O", "S", "O", "O", "O", "H", "H", "H", "H", "C", "C", "O", "S", "O", "O", "O", "H", "H", "H", "H"], "positions_angstrom": [[16.667, 13.156, 19.133], [12.542, 11.632, 19.463], [13.983, 11.642, 18.854], [14.009, 11.813, 17.348], [14.709, 12.688, 19.552], [12.087, 12.679, 19.432], [12.578, 11.284, 20.481], [11.842, 10.991, 18.872], [14.397, 10.633, 19.168], [14.577, 10.938, 16.947], [14.507, 12.814, 17.073], [13.043, 11.708, 16.867], [16.541, 17.036, 17.724], [15.969, 15.874, 18.608], [14.446, 15.898, 18.643], [16.644, 14.738, 18.197], [15.934, 17.957, 17.977], [16.499, 16.898, 16.623], [17.563, 17.355, 17.953], [16.304, 16.251, 19.609], [14.032, 15.779, 17.686], [14.068, 16.882, 19.035], [14.094, 15.054, 19.253], [17.974, 13.076, 15.662], [17.301, 11.903, 16.380], [17.993, 10.650, 15.923], [17.308, 11.932, 17.769], [17.528, 14.048, 15.885], [17.953, 12.930, 14.567], [18.958, 13.144, 16.079], [16.238, 11.960, 16.065], [18.008, 10.654, 14.855], [17.650, 9.715, 16.427], [19.045, 10.904, 16.059], [20.796, 14.242, 20.732], [19.564, 14.705, 19.945], [19.962, 15.777, 18.885], [20.542, 15.059, 17.749], [20.140, 15.618, 16.543], [18.802, 13.654, 19.183], [20.547, 13.525, 21.511], [21.214, 15.136, 21.189], [21.621, 13.871, 20.125], [18.944, 15.140, 20.752], [20.683, 16.494, 19.344], [19.120, 16.386, 18.497], [19.078, 15.522, 16.364], [20.793, 15.241, 15.763], [20.392, 16.727, 16.499], [18.993, 13.960, 18.209], [19.187, 12.743, 19.302], [17.099, 13.675, 23.625], [17.329, 13.335, 22.147], [17.012, 11.895, 21.932], [17.430, 11.411, 20.652], [17.162, 10.032, 20.341], [16.639, 14.110, 21.081], [16.324, 14.443, 23.677], [17.988, 13.915, 24.195], [16.592, 12.794, 24.080], [18.424, 13.379, 21.832], [15.926, 11.803, 22.036], [17.516, 11.300, 22.676], [17.942, 9.429, 20.796], [17.148, 9.825, 19.266], [16.226, 9.796, 20.879], [16.874, 15.157, 21.203], [15.656, 14.030, 21.304], [22.826, 22.815, 16.894], [21.384, 22.480, 17.167], [21.003, 21.071, 17.037], [19.579, 21.038, 17.247], [19.107, 19.644, 17.513], [21.051, 22.869, 18.501], [23.487, 22.231, 17.564], [23.058, 23.876, 16.995], [23.092, 22.553, 15.867], [20.755, 22.962, 16.406], [21.413, 20.462, 17.831], [21.203, 20.773, 16.005], [19.553, 18.951, 16.805], [18.018, 19.686, 17.364], [19.400, 19.403, 18.513], [21.355, 23.817, 18.637], [20.082, 22.750, 18.636], [16.136, 19.241, 21.695], [16.108, 17.969, 22.542], [14.740, 17.366, 22.610], [14.746, 16.164, 23.358], [13.459, 15.601, 23.531], [17.094, 17.061, 22.090], [17.100, 19.566, 21.355], [15.483, 20.115, 22.049], [15.717, 18.964, 20.704], [16.275, 18.344, 23.565], [14.383, 17.053, 21.588], [13.972, 18.074, 22.991], [12.942, 16.010, 24.403], [13.623, 14.541, 23.564], [12.764, 15.666, 22.696], [17.974, 17.532, 22.042], [17.311, 16.290, 22.714], [11.198, 17.320, 20.872], [10.577, 18.398, 19.972], [11.439, 18.604, 18.776], [12.664, 19.118, 19.161], [13.512, 19.474, 18.074], [9.224, 18.119, 19.515], [12.154, 17.480, 21.319], [11.374, 16.436, 20.263], [10.403, 17.069, 21.560], [10.561, 19.466, 20.398], [10.938, 19.234, 18.105], [11.682, 17.617, 18.275], [14.435, 19.798, 18.581], [13.161, 20.317, 17.462], [13.717, 18.663, 17.372], [9.054, 17.119, 19.284], [8.456, 18.436, 20.132], [18.292, 16.899, 13.805], [19.528, 16.870, 12.908], [19.130, 17.405, 11.541], [20.287, 17.392, 10.645], [19.985, 17.807, 9.314], [20.613, 17.659, 13.460], [18.380, 16.152, 14.603], [17.381, 16.898, 13.186], [18.292, 17.853, 14.378], [19.879, 15.825, 12.748], [18.767, 18.517, 11.525], [18.337, 16.784, 11.085], [19.835, 18.863, 9.165], [19.065, 17.311, 9.013], [20.813, 17.521, 8.657], [20.208, 18.571, 13.503], [21.319, 17.757, 12.727], [14.441, 11.272, 13.617], [15.258, 10.099, 14.024], [14.396, 9.003, 13.736], [13.172, 9.318, 12.667], [11.961, 9.303, 13.425], [13.296, 8.606, 11.398], [13.665, 10.791, 12.385], [14.993, 12.144, 13.334], [13.695, 11.488, 14.356], [15.400, 10.117, 15.078], [16.225, 10.039, 13.496], [12.304, 20.704, 11.379], [13.351, 19.725, 11.836], [12.869, 19.270, 13.199], [12.006, 20.387, 13.929], [12.818, 21.044, 14.903], [10.704, 19.884, 14.224], [11.989, 21.426, 12.594], [11.404, 20.240, 10.985], [12.727, 21.439, 10.690], [14.361, 20.146, 11.903], [13.424, 18.856, 11.179], [22.366, 20.403, 20.902], [23.022, 19.148, 20.439], [21.909, 18.180, 20.538], [20.665, 18.629, 21.470], [20.361, 17.726, 22.542], [19.551, 19.040, 20.612], [21.447, 19.924, 21.934], [21.825, 20.918, 20.091], [23.032, 21.088, 21.390], [23.863, 18.739, 21.017], [23.265, 19.203, 19.366], [9.324, 16.800, 15.427], [8.793, 15.489, 14.797], [9.333, 14.435, 15.635], [10.089, 15.022, 16.902], [11.195, 14.114, 17.140], [9.180, 15.291, 18.010], [10.495, 16.385, 16.208], [8.658, 17.281, 16.147], [9.645, 17.553, 14.738], [9.172, 15.404, 13.772], [7.718, 15.455, 14.811], [16.039, 22.055, 14.888], [15.780, 20.684, 15.420], [16.886, 19.863, 15.028], [17.415, 20.261, 13.609], [16.845, 19.487, 12.526], [18.827, 20.353, 13.736], [16.636, 21.730, 13.598], [16.710, 22.660, 15.463], [15.094, 22.585, 14.686], [14.898, 20.242, 15.060], [15.845, 20.817, 16.464], [13.494, 14.787, 15.158], [13.643, 16.253, 15.273], [13.920, 16.705, 13.886], [12.884, 15.914, 13.016], [13.435, 15.736, 11.701], [11.576, 16.468, 13.142], [12.991, 14.511, 13.754], [12.836, 14.356, 15.891], [14.529, 14.466, 15.217], [14.469, 16.542, 15.920], [12.752, 16.800, 15.637]], "mulliken_spin": [3.042, -0.004, -0.008, 0.035, 0.002, 0.000, 0.000, -0.001, -0.005, -0.006, 0.006, -0.001, 0.004, -0.015, 0.045, -0.077, -0.003, 0.004, 0.002, -0.006, 0.007, 0.012, -0.006, -0.001, 0.003, -0.004, -0.047, 0.005, -0.002, 0.002, 0.002, 0.000, -0.001, -0.002, -0.002, 0.015, 0.000, -0.001, 0.004, -0.016, 0.000, 0.000, 0.000, 0.001, 0.000, 0.000, -0.001, 0.000, 0.000, -0.007, 0.004, -0.004, 0.005, 0.012, -0.011, 0.000, -0.048, 0.001, 0.000, 0.000, 0.003, 0.001, 0.002, 0.001, -0.001, -0.001, 0.034, 0.021, 0.000, 0.000, 0.000, 0.000, 0.001, 0.000, 0.000, 0.000, 0.000, 0.000, 0.000, 0.000, 0.000, -0.001, 0.000, 0.000, 0.000, 0.000, 0.000, -0.001, 0.000, 0.000, 0.000, 0.000, 0.000, 0.000, 0.000, 0.001, 0.000, 0.000, 0.000, 0.000, 0.000, -0.001, 0.001, 0.000, 0.000, 0.000, 0.000, 0.000, -0.001, 0.000, 0.000, 0.000, 0.000, 0.000, 0.000, 0.000, 0.000, 0.000, 0.000, -0.001, 0.000, 0.000, 0.000, 0.000, 0.000, 0.000, 0.000, 0.000, 0.000, 0.000, 0.000, 0.000, 0.000, 0.000, 0.000, 0.000, 0.000, 0.001, 0.000, 0.000, 0.000, 0.000, 0.000, 0.000, 0.000, 0.000, 0.000, 0.000, 0.000, 0.000, 0.000, 0.000, 0.000, 0.000, 0.000, 0.000, 0.000, 0.000, 0.000, 0.000, 0.000, 0.000, 0.000, 0.000, 0.000, 0.000, 0.000, 0.000, 0.000, 0.000, 0.000, 0.000, 0.000, 0.000, 0.000, 0.000, 0.000, 0.000, 0.000, 0.000, 0.000, -0.001, 0.000, 0.000, 0.000, 0.000, 0.000, 0.000, 0.000, 0.001, 0.000, 0.000, 0.000, 0.001, 0.000, 0.000, 0.000, 0.000, -0.001, 0.003, 0.000, 0.000], "spin_multiplicity": 4, "fmax_ha_per_bohr": 0.0633, "e_lumo_ha": [0.00703, 0.00704], "homo_lumo_gap_ha": [0.296, 0.312], "total_charge": 0}